# 1
Molecular formula: C2H5NO2
Method: DFT, wB97M-V/def2-TZVPD

Its frontier orbital gap (alpha / beta) is 7.23 / 8.67 eV. As for the calculated total energy: -284.157208 Ha. Its spin multiplicity is 3. Its expectation value of S² is 2.007. The energy above the lowest of the compared OMol25 structures with the same formula, charge and spin comes out at 241.39 kJ/mol.

Each line ends with the Mulliken spin population.
Positions of all 10 atoms, in Å:
O 0.360 -0.360 -0.880  0.0193
O -1.414 -1.553 -1.117  0.5902
N -0.979 -0.607 -0.468  0.4485
C -1.423 0.254 0.410  0.8981
C 1.385 0.162 -0.095  -0.0030
H -0.691 0.938 0.942  0.0230
H 1.286 1.123 0.397  0.0009
H 2.308 0.158 -0.618  -0.0008
H -2.465 0.241 0.601  0.0221
H 1.634 -0.356 0.828  0.0016

---

# 2
Molecular formula: C24H33AsBF2N5Ru
Method: DFT, wB97M-V/def2-TZVPD

Its net charge is +2. Its frontier orbital gap is 5.82 eV. As for the calculated total energy: -3762.845583 Ha. Its spin multiplicity is 1. The energy above the lowest of the compared OMol25 structures with the same formula, charge and spin comes out at 79.95 kJ/mol.

Each line ends with the Löwdin charge.
Positions of all 67 atoms, in Å:
Ru -0.869 -1.552 -0.839  0.9075
As -1.144 0.885 -1.149  1.1802
F -0.484 -2.517 -3.630  0.2502
F -0.061 -4.059 -1.975  0.2524
N 3.241 -1.822 -0.024  0.0219
N 4.351 -1.177 4.096  0.0971
N 4.527 -1.433 1.969  -0.0687
N 4.230 -2.027 3.166  0.0499
N 1.166 -1.522 -0.622  -0.0639
C -3.046 3.880 -2.445  -0.0425
C 1.989 -1.033 -1.631  -0.1215
C -2.617 1.412 -2.337  -0.2716
C 5.215 0.935 1.330  -0.0174
C 1.535 -2.664 1.596  0.0377
C 0.346 1.835 -1.918  -0.2453
C 1.959 -2.000 0.341  -0.2842
C -2.984 -3.001 -0.135  -0.4822
C 5.005 1.260 4.168  0.0088
C 4.431 -2.187 0.771  -0.0397
C -4.260 2.573 -0.833  -0.0748
C 4.853 -0.119 2.172  -0.1706
C 4.741 0.035 3.552  -0.2156
C -1.387 1.704 0.583  -0.2178
C 5.468 2.139 1.950  -0.0646
C -3.315 2.649 -1.855  -0.3346
C 3.273 -1.224 -1.262  -0.0063
C -4.668 4.932 -1.019  -0.0497
C -3.404 -2.060 -1.268  -0.0804
C -3.722 5.016 -2.030  -0.0516
C -4.189 -3.507 0.665  -0.0331
C -2.025 -2.181 0.681  -0.1645
C -4.935 3.706 -0.418  -0.0553
C 5.366 2.303 3.347  -0.0618
B -0.449 -2.876 -2.376  -0.6681
H 4.374 -3.240 1.041  0.1501
H -4.746 -2.670 1.089  0.0936
H -2.004 1.101 1.244  0.0329
H 5.766 2.989 1.350  0.1124
H -5.674 3.634 0.368  0.1161
H 0.087 2.894 -1.879  0.0567
H -2.133 1.571 -3.301  0.0890
H 1.258 1.659 -1.351  0.0344
H 0.452 -2.686 1.654  0.0457
H -4.485 1.619 -0.364  0.1121
H 5.589 3.270 3.775  0.1135
H -5.201 5.817 -0.701  0.1175
H 5.313 0.823 0.259  0.1020
H -3.514 5.965 -2.505  0.1175
H 1.922 -2.150 2.474  0.0851
H -1.866 2.664 0.395  0.0469
H -3.303 0.573 -2.445  0.0683
H 4.941 1.366 5.242  0.1248
H -2.322 3.953 -3.249  0.1176
H -1.432 -2.698 1.437  0.0756
H 5.296 -2.023 0.130  0.1512
H 1.903 -3.691 1.634  0.1134
H -2.561 -1.557 -1.832  0.0141
H -2.473 -3.885 -0.534  0.1350
H -4.034 -1.257 -0.880  0.0965
H -3.941 -2.578 -2.063  0.1214
H 1.603 -0.612 -2.543  0.1093
H -0.405 1.848 1.031  0.0505
H -3.874 -4.161 1.476  0.0956
H -4.856 -4.071 0.014  0.0989
H -2.500 -1.303 1.134  0.0937
H 0.488 1.528 -2.952  0.0463
H 4.196 -0.996 -1.766  0.1422

---

# 3
Molecular formula: C5H10N2
Method: DFT, wB97M-V/def2-TZVPD

Its frontier orbital gap is 9.60 eV. As for the calculated total energy: -305.909762 Ha. Its spin multiplicity is 1. The SMILES is [H]/N=C(\C)CNC=C. The energy above the lowest of the compared OMol25 structures with the same formula, charge and spin comes out at 299.55 kJ/mol.

Each line ends with the Löwdin charge.
Positions of all 17 atoms, in Å:
N 0.250 -0.863 0.152  -0.0537
N 0.279 2.529 0.527  0.0963
C 1.576 1.456 -1.284  -0.0694
C -0.765 -2.191 0.433  -0.1034
C -1.568 -2.278 1.482  -0.0255
C -0.627 0.189 0.053  -0.2240
C 0.523 1.559 -0.220  -0.3446
H 2.382 0.809 -0.934  0.0769
H 0.735 -1.060 -0.718  0.0779
H -2.014 -3.219 1.778  0.0524
H -1.329 0.210 -0.791  0.1013
H -0.537 -3.043 -0.199  0.0776
H 2.001 2.437 -1.514  0.0750
H -1.082 0.469 1.001  0.0879
H 1.163 1.025 -2.196  0.0740
H 0.803 3.389 0.332  0.0503
H -1.791 -1.419 2.099  0.0511